Computed, not measured: a molecular structure, C22H22BrCl4IrN4O4S, with ωB97M-V with the def2-TZVPD basis set.

As for the expectation value of S²: 8.779. Its energy above the lowest of the compared OMol25 structures with the same formula, charge and spin is 0.00 kcal per mole. The multiplicity is 6. Its total energy is -6288.5708 a.u. The highest occupied orbital energy (spin up / spin down) comes out at -10.0 / -10.6 eV. The value obtained for the orbital gap (spin up / spin down) is 6.4423 / 6.2485 eV. The net charge is +1.

Geometry (Å):
Ir -0.862 -0.075 -0.108
N -3.174 -0.221 0.278
C -3.493 -0.460 1.694
C -2.544 -1.516 2.227
N -1.146 -1.073 2.090
C -0.619 -0.272 3.208
C -0.513 1.200 2.849
N 0.132 1.314 1.539
H -3.676 0.573 -0.102
H -3.418 -1.034 -0.283
H -4.527 -0.777 1.836
H -3.360 0.481 2.231
H -2.652 -2.426 1.638
H -2.778 -1.755 3.266
H -0.560 -1.886 1.928
H 0.372 -0.647 3.455
H -1.246 -0.391 4.094
H 0.041 1.722 3.633
H -1.506 1.650 2.792
H 1.035 0.831 1.523
H 0.311 2.278 1.286
Cl -0.432 -4.422 -5.568
C -0.678 -3.780 -4.003
C -0.746 -4.677 -2.882
Cl -0.576 -6.354 -3.147
C -0.941 -4.199 -1.612
Cl -1.010 -5.229 -0.240
C -1.066 -2.811 -1.395
O -1.233 -2.297 -0.237
C -1.007 -1.901 -2.523
O -1.131 -0.662 -2.288
C -0.811 -2.430 -3.828
Cl -0.730 -1.319 -5.129
Br 2.968 -0.873 2.361
C 4.028 -0.906 0.774
C 5.399 -0.808 0.950
C 6.232 -0.858 -0.156
C 5.695 -1.027 -1.424
C 4.326 -1.148 -1.581
C 3.466 -1.077 -0.487
C 1.992 -1.212 -0.769
O 1.601 -2.034 -1.570
O 1.250 -0.341 -0.136
H 5.808 -0.700 1.945
H 7.302 -0.775 -0.021
H 6.344 -1.077 -2.289
H 3.893 -1.310 -2.560
S -1.438 1.963 -1.576
C -1.388 3.467 -0.765
N -0.785 4.497 -1.425
C -0.686 5.761 -0.948
C -1.207 6.073 0.270
C -1.854 5.057 0.995
C -1.943 3.783 0.485
H -0.388 4.276 -2.329
H -0.180 6.471 -1.586
H -1.129 7.080 0.651
H -2.297 5.285 1.956
H -2.466 2.999 1.014

Charges in e, computed with Mulliken, in the same order as the atoms: Ir 3.46; N -0.55; C -0.61; C -0.81; N -0.31; C -0.71; C -0.62; N -0.55; H 0.31; H 0.25; H 0.48; H 0.24; H 0.29; H 0.48; H 0.29; H 0.22; H 0.36; H 0.53; H 0.21; H 0.11; H 0.19; Cl -0.16; C 0.36; C 0.56; Cl -0.17; C -0.01; Cl -0.19; C -0.66; O -0.73; C 0.29; O -0.75; C 0.09; Cl -0.17; Br -0.16; C 0.38; C -0.65; C -0.49; C -0.67; C -0.52; C 0.33; C 0.53; O -0.53; O -0.81; H 0.42; H 0.39; H 0.39; H 0.45; S -0.44; C 0.23; N -0.03; C -0.24; C -0.63; C -0.27; C -0.28; H 0.25; H 0.42; H 0.41; H 0.44; H 0.39